Record 1
Entry from OMol25: an isolated molecule of C17H32BrN3O4 (wB97M-V/def2-TZVPD).

CARTESIAN COORDINATES (ANGSTROEM)
1 C 0.370 1.164 4.336
2 C 1.032 2.178 3.201
3 O 0.791 3.490 3.381
4 N 1.893 1.668 2.068
5 C 2.926 2.670 1.609
6 C 1.093 1.074 0.933
7 C 1.816 0.073 -0.154
8 C 0.558 -0.282 -1.198
9 C -0.226 -1.664 -0.792
10 C 0.158 -2.275 0.680
11 C -0.727 -3.674 0.919
12 C -2.255 -3.149 1.354
13 C -0.190 -4.568 2.191
14 C 1.222 -0.526 -2.678
15 C 0.288 -0.062 -3.944
16 O 0.149 1.392 -4.118
17 C -1.220 -0.703 -3.969
18 N -2.266 0.374 -3.653
19 O -0.189 1.018 -1.117
20 C 0.301 2.036 -0.128
21 N 1.062 2.979 -1.032
22 C -0.978 2.939 0.354
23 C -2.260 2.089 0.922
24 O -2.372 0.759 0.983
25 Br -3.866 3.140 1.584
26 H 1.236 0.745 5.033
27 H -0.305 0.323 3.874
28 H -0.319 1.818 5.050
29 H 2.411 3.675 1.282
30 H 3.607 2.210 0.753
31 H 3.575 2.943 2.573
32 H 0.184 0.573 1.523
33 H 2.604 0.805 -0.656
34 H 2.488 -0.809 0.218
35 H -1.404 -1.525 -0.886
36 H 0.055 -2.510 -1.586
37 H -0.104 -1.587 1.590
38 H 1.312 -2.551 0.797
39 H -0.802 -4.328 -0.058
40 H -3.042 -3.837 0.807
41 H -2.427 -2.026 1.010
42 H -2.444 -3.298 2.515
43 H -1.101 -5.116 2.732
44 H 0.508 -5.443 1.803
45 H 0.356 -3.955 3.027
46 H 2.202 0.155 -2.718
47 H 1.601 -1.626 -2.870
48 H 0.835 -0.462 -4.926
49 H 0.440 1.683 -5.054
50 H -1.354 -1.684 -3.344
51 H -1.431 -1.010 -5.103
52 H -3.170 0.158 -4.139
53 H -2.388 0.498 -2.623
54 H 0.758 3.984 -0.859
55 H 0.945 2.762 -2.046
56 H -0.556 3.737 1.132
57 H -1.380 3.556 -0.585

Values from the calculation:
Total energy: -3705.85251 hartree
Orbital gap: 8.97 eV
Energy above the lowest of the compared OMol25 structures with the same formula, charge and spin: 216.8 kcal/mol
Largest force on an atom: 8.946 eV Å⁻¹
HOMO: -8.94 eV
LUMO level: 0.03 eV
Structure (SMILES): CC(=O)N(C)[C@@H]1C[C@](CCC(C)C)(C[C@H](O)CN)O[C@@]1(N)CC(=O)Br



Record 2
Entry from OMol25: a 3-piece molecular cluster, C10H22N2O10 overall (wB97M-V/def2-TZVPD).

CARTESIAN COORDINATES (ANGSTROEM)
1 N 3.676 -2.841 -0.717
2 C 3.923 -1.605 -1.558
3 C 2.608 -0.571 -1.588
4 O 2.218 -0.392 -0.176
5 C 1.404 -1.090 -2.575
6 O 0.369 -1.904 -1.907
7 C -0.781 -1.093 -1.477
8 O -0.734 0.038 -0.762
9 O -2.158 -1.585 -1.812
10 N -2.275 -2.750 -1.151
11 H 3.689 -2.570 0.292
12 H 2.754 -3.275 -0.983
13 H 4.789 -0.999 -1.010
14 H 4.262 -1.848 -2.653
15 H 2.954 0.486 -1.994
16 H 1.824 0.544 -0.145
17 H 1.918 -1.810 -3.374
18 H 0.912 -0.223 -3.229
19 H -1.752 -3.510 -1.677
20 H -1.843 -2.722 -0.201
21 C -3.322 -0.757 1.925
22 O -4.285 -0.839 2.974
23 C -4.874 -2.056 3.097
24 O -4.647 -3.036 2.405
25 O -5.759 -1.993 4.124
26 C -6.458 -3.211 4.371
27 H -2.916 0.258 1.918
28 H -2.499 -1.456 2.101
29 H -3.792 -0.946 0.954
30 H -5.760 -4.008 4.645
31 H -7.053 -3.499 3.498
32 H -7.138 -3.046 5.212
33 C 4.651 5.573 -0.784
34 O 3.823 4.556 -0.224
35 C 2.559 4.531 -0.717
36 O 2.105 5.283 -1.565
37 O 1.887 3.525 -0.102
38 C 0.533 3.379 -0.525
39 H 5.638 5.500 -0.318
40 H 4.768 5.425 -1.863
41 H 4.242 6.565 -0.570
42 H 0.485 3.143 -1.593
43 H -0.041 4.284 -0.300
44 H 0.093 2.546 0.031

Values from the calculation:
Total energy: -1255.96532 hartree
Orbital gap: 9.59 eV
Energy above the lowest of the compared OMol25 structures with the same formula, charge and spin: 81.8 kcal/mol
Largest force on an atom: 8.687 eV Å⁻¹
HOMO: -9.38 eV
LUMO level: 0.21 eV
Structure (SMILES): NC[C@H](O)COC(=O)ON.COC(=O)OC.COC(=O)OC



Record 3
Entry from OMol25: C7H8BBrF3N4Pt as an isolated structure (wB97M-V/def2-TZVPD).

CARTESIAN COORDINATES (ANGSTROEM)
1 Pt -1.666 -1.015 0.017
2 B 1.319 1.552 0.002
3 N 1.646 0.054 -0.006
4 C 2.919 -0.351 0.008
5 C 2.947 -1.730 -0.014
6 C 1.604 -2.088 -0.044
7 N 0.837 -1.000 -0.038
8 N -0.186 1.889 0.005
9 C -0.554 3.172 0.003
10 C -1.934 3.241 0.003
11 C -2.339 1.914 0.006
12 N -1.265 1.114 0.008
13 H 1.791 2.037 -0.992
14 H 1.794 2.027 1.000
15 H 3.713 0.367 0.031
16 H 3.800 -2.379 -0.011
17 H 1.192 -3.072 -0.067
18 H 0.190 3.943 0.000
19 H -2.553 4.115 0.001
20 H -3.336 1.517 0.004
21 Br -4.214 -1.058 -0.058
22 F -0.749 -3.664 1.083
23 C -1.468 -3.124 0.044
24 F -0.848 -3.626 -1.078
25 F -2.640 -3.834 0.092

Values from the calculation:
Total energy: -3508.49699 hartree
Orbital gap: 8.51 eV
Total charge: -1
Energy above the lowest of the compared OMol25 structures with the same formula, charge and spin: 8.4 kcal/mol
Largest force on an atom: 3.480 eV Å⁻¹
HOMO: -5.59 eV
LUMO level: 2.92 eV



Record 4
Entry from OMol25: C46H50AsI2N5O4PPbS as an isolated structure (wB97M-V/def2-TZVPD).

CARTESIAN COORDINATES (ANGSTROEM)
1 Pb -2.045 -0.101 0.620
2 I -3.829 -5.146 1.338
3 C -3.568 -3.709 2.855
4 C -3.915 -3.954 4.173
5 C -3.665 -3.011 5.144
6 I -4.248 -3.459 7.133
7 C -3.062 -1.780 4.818
8 C -2.712 -0.776 5.741
9 C -2.156 0.395 5.299
10 C -1.961 0.583 3.927
11 N -2.267 -0.333 3.038
12 C -2.785 -1.514 3.444
13 C -3.027 -2.496 2.430
14 O -2.744 -2.290 1.192
15 H -4.388 -4.888 4.437
16 H -2.885 -0.940 6.795
17 H -1.886 1.181 5.987
18 H -1.539 1.499 3.541
19 C -4.255 5.057 -1.150
20 N -3.529 4.111 -1.983
21 C -4.482 3.375 -2.802
22 N -5.489 2.694 -2.009
23 C -6.176 3.664 -1.174
24 N -5.267 4.420 -0.323
25 C -4.690 3.606 0.711
26 P -3.662 2.179 0.022
27 C -2.691 3.233 -1.207
28 C -4.936 1.606 -1.243
29 H -4.753 5.776 -1.806
30 H -3.551 5.593 -0.508
31 H -3.948 2.647 -3.417
32 H -4.988 4.089 -3.456
33 H -6.908 3.151 -0.548
34 H -6.698 4.369 -1.826
35 H -5.489 3.189 1.332
36 H -4.046 4.228 1.343
37 H -2.158 2.557 -1.888
38 H -1.955 3.832 -0.658
39 H -5.744 1.085 -0.719
40 H -4.446 0.893 -1.916
41 C 1.888 -6.315 -2.450
42 C 1.144 -5.022 -2.495
43 C 0.083 -4.794 -1.620
44 C -0.625 -3.606 -1.654
45 C -0.254 -2.646 -2.572
46 C 0.781 -2.846 -3.467
47 C 1.478 -4.040 -3.424
48 S -1.044 -1.077 -2.592
49 O -1.176 -0.553 -3.908
50 O -2.224 -1.036 -1.758
51 O 0.027 -0.160 -1.888
52 H 1.200 -7.146 -2.597
53 H 2.365 -6.446 -1.481
54 H 2.649 -6.355 -3.223
55 H -0.197 -5.562 -0.916
56 H -1.460 -3.413 -0.998
57 H 1.006 -2.080 -4.194
58 H 2.282 -4.216 -4.122
59 C 4.926 -4.897 0.723
60 C 3.938 -3.893 0.223
61 C 4.206 -3.076 -0.865
62 C 3.349 -2.047 -1.231
63 C 3.662 -1.220 -2.440
64 C 2.182 -1.833 -0.491
65 As 1.277 -0.082 -0.651
66 N 0.399 0.343 0.794
67 C 0.863 1.366 1.649
68 C 0.897 2.702 1.253
69 C 1.351 3.682 2.116
70 C 1.781 3.347 3.388
71 C 1.748 2.023 3.794
72 C 1.291 1.041 2.936
73 C 2.461 1.424 -1.192
74 C 3.456 1.790 -0.274
75 C 3.891 0.869 0.827
76 C 4.120 3.000 -0.427
77 C 3.832 3.853 -1.483
78 C 4.473 5.194 -1.620
79 C 2.914 3.427 -2.430
80 C 2.216 2.233 -2.311
81 C 1.289 1.873 -3.432
82 C 1.831 -2.727 0.529
83 C 0.525 -2.656 1.251
84 C 2.716 -3.741 0.864
85 H 5.806 -4.938 0.086
86 H 4.488 -5.892 0.788
87 H 5.243 -4.615 1.728
88 H 5.110 -3.230 -1.434
89 H 3.998 -1.865 -3.248
90 H 4.450 -0.496 -2.230
91 H 2.771 -0.686 -2.770
92 H 0.570 2.956 0.251
93 H 1.380 4.712 1.795
94 H 2.159 4.109 4.049
95 H 2.101 1.754 4.778
96 H 1.288 0.005 3.243
97 H 3.119 0.125 1.048
98 H 4.112 1.429 1.733
99 H 4.799 0.345 0.525
100 H 4.870 3.280 0.297
101 H 5.269 5.333 -0.895
102 H 3.724 5.969 -1.462
103 H 4.879 5.331 -2.620
104 H 2.729 4.053 -3.290
105 H 1.619 2.361 -4.346
106 H 0.267 2.199 -3.235
107 H 1.261 0.800 -3.608
108 H -0.237 -2.182 0.634
109 H 0.616 -2.085 2.176
110 H 0.180 -3.656 1.507
111 H 2.453 -4.416 1.666

Values from the calculation:
Total energy: -6120.98126 hartree
Orbital gap: 7.09 eV
Total charge: +1
Energy above the lowest of the compared OMol25 structures with the same formula, charge and spin: 20.6 kcal/mol
Largest force on an atom: 2.068 eV Å⁻¹
HOMO: -9.49 eV
LUMO level: -2.40 eV



Record 5
Entry from OMol25: an isolated molecule of C4H3N3O (wB97M-V/def2-TZVPD).

CARTESIAN COORDINATES (ANGSTROEM)
1 H 2.365 -2.064 0.171
2 N 2.174 -0.949 0.075
3 C 0.927 -0.585 -0.004
4 N -0.299 -1.456 -0.153
5 C -1.473 -0.858 -0.233
6 N -1.762 0.602 -0.107
7 C -0.758 1.496 0.219
8 C 0.681 0.962 -0.061
9 O 1.597 1.755 -0.321
10 H -2.391 -1.515 0.019
11 H -1.061 2.612 0.394

Values from the calculation:
Total energy: -393.61129 hartree
Orbital gap: 7.82 eV
Energy above the lowest of the compared OMol25 structures with the same formula, charge and spin: 67.8 kcal/mol
Largest force on an atom: 5.138 eV Å⁻¹
HOMO: -9.79 eV
LUMO level: -1.97 eV
Structure (SMILES): [H]/N=C1\N=CN=CC1=O



Record 6
Entry from OMol25: an isolated molecule of HIS2 (wB97M-V/def2-TZVPD).

CARTESIAN COORDINATES (ANGSTROEM)
1 S 0.353 -1.274 -0.131
2 S 5.109 0.731 -0.341
3 I 3.227 -0.517 0.385
4 H 0.368 -0.762 1.212

Values from the calculation:
Total energy: -1094.54575 hartree
Orbital gap (spin up / spin down): 5.05 / 5.08 eV
Energy above the lowest of the compared OMol25 structures with the same formula, charge and spin: 72.9 kcal/mol
Largest force on an atom: 2.941 eV Å⁻¹
HOMO (spin up / spin down): -8.89 / -8.90 eV
LUMO level (spin up / spin down): -3.84 / -3.82 eV



- Which value of total energy does entry 2 give?
  -1255.96532 hartree